Molecular formula: C38H42N3O3P2SSi2V
Method: DFT, ωB97M-V/def2-TZVPD

```
92
Properties=species:S:1:pos:R:3:lowdin_spin:R:1
V 0.08871 0.26898 -1.46326 1.9506
C -4.06913 -1.56757 -2.77740 -0.0001
Si -2.28470 -2.04438 -2.31895 0.0055
C -1.24948 -2.19476 -3.87708 0.0032
C -2.60261 -3.66737 -1.37126 0.0002
N -1.50518 -0.94272 -1.33688 0.0000
P -1.98824 -0.13018 0.05219 0.0030
C -0.99000 1.12923 -0.02560 -0.0313
P 0.29916 2.07892 0.40826 0.0050
N 1.36743 1.66095 -0.72917 0.0007
Si 2.82222 2.29400 -1.42291 0.0077
C 4.34569 1.94741 -0.42532 0.0003
C 2.69104 4.17209 -1.57200 0.0005
C 2.93891 1.80154 -3.25647 0.0048
C -0.02669 3.85211 0.50434 0.0005
C 0.76553 4.75880 1.26944 -0.0002
C 0.29412 6.06883 1.44890 0.0001
C -0.81291 6.57323 0.79830 -0.0004
C -1.51677 5.68050 -0.01075 0.0001
C -1.11961 4.37166 -0.19426 0.0000
C 1.03045 1.59012 2.00106 0.0006
C 0.67328 2.23806 3.14315 -0.0002
C 1.23815 1.94182 4.35993 0.0002
C 2.19901 0.94318 4.41709 -0.0003
C 2.56105 0.24907 3.28857 0.0003
C 2.00992 0.59858 2.05348 0.0008
C -1.45356 -1.23987 1.40897 0.0002
C -1.65035 -0.86342 2.70777 -0.0007
C -1.13655 -1.61568 3.76346 0.0005
C -0.33234 -2.70566 3.50095 -0.0003
C -0.14927 -3.12196 2.18094 0.0004
C -0.67792 -2.38208 1.16980 0.0008
C -3.73889 0.16457 0.14865 0.0009
C -4.11594 1.44617 -0.25660 -0.0008
C -5.51197 1.83383 -0.17919 0.0001
C -6.41941 0.89627 0.30538 -0.0004
C -6.00786 -0.41416 0.61104 0.0001
C -4.71249 -0.77501 0.52324 0.0000
H -4.46969 -2.40784 -3.37497 0.0000
H -4.12277 -0.59266 -3.28602 0.0001
H -4.75996 -1.51235 -1.94331 0.0000
H -1.57826 -2.98636 -4.52913 0.0002
H -0.17766 -2.25131 -3.63684 0.0006
H -1.41436 -1.22421 -4.41260 0.0014
H -3.18613 -4.42166 -1.84584 0.0001
H -3.11089 -3.34628 -0.46878 0.0000
H -1.70489 -4.08034 -1.00643 0.0000
H 4.20961 2.43031 0.56474 0.0000
H 5.15892 2.44384 -0.94732 0.0001
H 4.56354 0.89594 -0.28728 0.0000
H 2.63734 4.73361 -0.66212 0.0000
H 1.73642 4.39258 -2.07770 0.0001
H 3.56834 4.52211 -2.10626 0.0001
H 2.68930 0.75888 -3.40635 0.0015
H 3.91301 2.02951 -3.69841 0.0004
H 2.19641 2.39945 -3.78941 0.0008
H 1.69905 4.53460 1.75948 0.0000
H 0.83543 6.67873 2.12930 0.0000
H -1.16489 7.55586 0.90283 0.0000
H -2.35640 6.02953 -0.57067 0.0000
H -1.72272 3.72971 -0.85172 0.0008
H -0.10498 3.01267 3.11255 0.0000
H 0.85876 2.32926 5.27591 0.0000
H 2.54294 0.61893 5.40626 0.0000
H 3.29483 -0.52941 3.34065 0.0000
H 2.34457 0.11054 1.14370 0.0008
H -2.27280 -0.01723 2.88892 -0.0001
H -1.35051 -1.31468 4.80446 0.0000
H 0.19185 -3.26382 4.28041 0.0000
H 0.50782 -3.96088 1.98547 0.0000
H -0.45868 -2.68569 0.17337 0.0002
H -3.33532 2.11733 -0.55926 -0.0001
H -5.83617 2.82478 -0.40902 0.0000
H -7.43128 1.14643 0.52682 0.0000
H -6.75621 -1.06184 1.07570 0.0000
H -4.41052 -1.79376 0.76114 0.0000
O 5.54941 -2.28187 -0.41562 0.0002
S 4.16441 -2.27244 0.04357 0.0005
O 3.92180 -2.10846 1.45205 0.0005
N 3.14197 -1.25021 -0.75073 0.0031
C 2.18312 -1.91181 -1.32780 0.0072
O 1.09974 -1.38492 -1.77160 0.0294
C 2.36621 -3.41002 -1.41385 -0.0006
C 1.66880 -4.48776 -1.92316 0.0004
C 2.13844 -5.77559 -1.76202 -0.0001
C 3.26193 -6.04081 -0.99672 0.0003
C 3.94994 -4.99768 -0.43584 -0.0001
C 3.47065 -3.73107 -0.64291 0.0002
H 0.72124 -4.27891 -2.37979 0.0001
H 1.48707 -6.55990 -2.11098 0.0000
H 3.60528 -7.08091 -0.88189 0.0000
H 4.79414 -5.16705 0.20718 0.0000
```

Calculated values
HOMO (spin up / spin down) in eV: -8.172 / -8.295
⟨S²⟩: 2.020
2S+1: 3
Max |F| in eV/Å: 3.641
Molar mass in g mol⁻¹: 789.90
E_tot in a.u.: -4467.23527
Total charge: 0